# 1
Here is a single C17H15N3O2 molecule from the Open Molecules 2025 dataset. Energies are from ωB97M-V with the def2-TZVPD basis set.

## Properties
spin multiplicity	1
structure (SMILES)	COc1ccc2c(ccn2-c2nc(C)nc3oc(C)cc23)c1
charge	0

Atoms and positions in Å:
N -3.619 -2.037 0.570
N -1.384 -2.265 1.339
O -3.844 -0.547 -1.317
O 3.281 3.547 0.482
C -1.651 -0.106 -1.632
C 2.684 -1.469 0.200
C 1.508 -2.176 0.325
C -2.926 0.099 -2.085
C -2.692 -2.472 1.418
C -3.125 -1.245 -0.362
C -0.896 -1.508 0.360
C 1.233 2.441 0.408
C 3.245 1.068 0.286
C 0.421 1.321 0.370
C 2.632 2.341 0.377
C -1.802 -0.956 -0.514
C 2.425 -0.044 0.234
C 1.032 0.069 0.316
N 0.472 -1.234 0.343
C 4.739 3.508 0.514
C -3.238 0.956 -3.273
C -3.111 -3.393 2.550
H -0.695 0.290 -2.010
H 3.700 -1.917 0.144
H 1.404 -3.260 0.423
H 0.793 3.419 0.482
H 4.328 0.915 0.270
H -0.631 1.425 0.541
H 5.178 4.513 0.485
H 5.113 2.981 1.403
H 5.065 2.971 -0.339
H -2.425 1.657 -3.566
H -3.403 0.299 -4.128
H -4.141 1.576 -3.065
H -2.543 -3.200 3.449
H -2.976 -4.416 2.264
H -4.154 -3.149 2.739

Atomic forces in eV per Å
N -0.6 0.7 -0.2
N 1.1 0.2 -0.1
O -0.4 -0.8 0.3
O 1.3 0.0 0.1
C -0.4 0.6 -0.9
C 0.9 -0.9 0.3
C 1.1 1.4 -0.2
C 2.8 1.0 -0.2
C 0.1 -1.3 0.4
C -0.8 0.1 0.1
C -0.8 -0.5 1.4
C -0.1 -0.5 -0.1
C 0.4 1.6 0.0
C 0.4 0.0 0.6
C 0.6 -0.8 0.0
C 1.8 0.4 -0.6
C -0.8 -1.5 0.0
C -0.4 -0.4 -0.4
N 0.4 0.2 -0.1
C -1.0 -0.1 0.6
C -1.1 0.4 0.2
C -0.6 1.5 -0.4
H -0.9 -0.2 0.1
H -1.0 0.3 0.1
H -0.4 0.7 -0.1
H -0.1 0.2 0.1
H -0.4 0.3 0.0
H -0.4 0.0 -0.2
H -0.7 -0.2 0.1
H -0.3 0.2 0.0
H 0.5 -0.5 -0.9
H -0.3 -0.7 0.7
H -0.4 0.2 -0.1
H 0.5 -0.5 -0.4
H 0.3 0.1 0.0
H -0.1 -0.6 -0.2
H -0.2 -0.5 0.1

Results of the Löwdin charge analysis, in e, for atoms 1 through 2:
1. N 0.22
2. N 0.20


# 2
Here is 11 unconnected molecules or ions with the total composition C38H54O33 from the Open Molecules 2025 dataset. Energies are from ωB97M-V with the def2-TZVPD basis set.

## Properties
spin multiplicity	1
structure (SMILES)	C[C@H]1COC(=O)O1.C[C@H]1COC(=O)O1.C[C@H]1COC(=O)O1.C[C@H]1COC(=O)O1.C[C@H]1COC(=O)O1.O=C1OCCO1.O=C1OCCO1.O=C1OCCO1.O=C1OCCO1.O=C1OCCO1.O=C1OCCO1
charge	0

Atoms and positions in Å:
C 21.469 -16.657 5.976
C 20.112 -15.959 5.921
O 19.220 -17.012 5.541
C 19.937 -18.118 5.196
O 19.525 -19.158 4.786
O 21.266 -17.904 5.344
H 21.857 -16.752 6.994
H 22.253 -16.063 5.503
H 20.143 -15.241 5.104
H 19.867 -15.576 6.908
C 15.297 -25.975 6.317
C 15.424 -24.458 6.124
O 14.187 -24.141 5.520
C 13.723 -25.204 4.880
O 12.895 -25.187 4.020
O 14.350 -26.320 5.309
H 14.851 -26.252 7.275
H 16.255 -26.478 6.203
H 16.307 -24.083 5.604
H 15.524 -24.017 7.118
C 18.819 -23.628 10.623
C 18.590 -22.106 10.754
O 17.922 -21.776 9.576
C 18.076 -22.732 8.631
O 17.656 -22.624 7.527
O 18.631 -23.822 9.216
H 18.100 -24.220 11.183
H 19.849 -23.861 10.880
H 19.499 -21.510 10.867
H 18.010 -21.900 11.656
C 15.266 -20.987 5.461
C 16.598 -20.187 5.373
O 16.215 -18.928 5.862
C 14.902 -18.793 5.997
O 14.342 -17.907 6.581
O 14.301 -19.956 5.679
H 15.320 -21.723 6.261
H 15.146 -21.486 4.504
H 16.856 -20.157 4.313
H 17.407 -20.657 5.922
C 20.526 -22.335 3.782
C 19.842 -22.631 5.087
O 18.643 -23.268 4.599
C 18.888 -23.845 3.434
O 18.220 -24.703 2.923
O 20.071 -23.412 2.937
H 21.611 -22.422 3.808
H 20.226 -21.412 3.282
H 19.557 -21.765 5.679
H 20.401 -23.286 5.758
C 11.904 -15.798 7.605
C 11.299 -15.180 8.911
O 10.029 -14.759 8.413
C 10.039 -14.661 7.080
O 9.153 -14.235 6.417
O 11.208 -15.128 6.619
H 11.690 -16.876 7.602
H 12.989 -15.765 7.507
H 11.868 -14.402 9.421
H 11.100 -15.933 9.674
C 17.250 -18.648 8.967
C 18.128 -17.486 8.521
C 17.895 -16.361 9.579
O 19.091 -16.368 10.389
C 20.007 -17.224 9.856
O 21.106 -17.399 10.253
O 19.499 -17.787 8.760
H 16.217 -18.302 8.851
H 17.277 -19.007 9.996
H 17.398 -19.483 8.281
H 17.762 -17.182 7.544
H 17.166 -16.706 10.311
H 17.833 -15.318 9.268
C 10.031 -23.266 4.518
C 10.163 -21.776 4.620
C 11.543 -21.326 5.128
O 11.938 -20.309 4.216
C 11.038 -20.203 3.209
O 11.080 -19.378 2.354
O 10.133 -21.189 3.299
H 9.090 -23.489 4.018
H 9.989 -23.635 5.546
H 10.903 -23.689 4.024
H 9.354 -21.299 5.179
H 12.224 -22.172 5.005
H 11.520 -20.934 6.142
C 13.575 -22.505 1.677
C 14.984 -22.910 2.086
C 15.769 -23.626 0.966
O 16.973 -22.855 0.882
C 16.940 -21.780 1.654
O 17.813 -20.981 1.807
O 15.774 -21.744 2.330
H 13.557 -21.863 0.798
H 13.087 -22.080 2.554
H 13.019 -23.399 1.385
H 14.994 -23.553 2.966
H 15.303 -23.538 -0.012
H 15.958 -24.635 1.322
C 16.018 -15.021 5.732
C 15.088 -14.054 5.015
C 15.102 -12.587 5.502
O 15.539 -11.854 4.338
C 15.580 -12.659 3.254
O 15.754 -12.248 2.152
O 15.434 -13.931 3.627
H 16.057 -14.857 6.807
H 17.039 -14.930 5.360
H 15.597 -15.992 5.473
H 14.029 -14.310 5.063
H 15.954 -12.377 6.148
H 14.090 -12.306 5.777
C 14.761 -18.805 2.116
C 15.427 -17.549 2.610
C 16.913 -17.675 2.924
O 17.547 -16.616 2.222
C 16.624 -15.951 1.474
O 16.856 -15.015 0.791
O 15.416 -16.512 1.634
H 14.613 -19.650 2.779
H 15.372 -19.194 1.290
H 13.845 -18.562 1.571
H 14.814 -17.178 3.442
H 17.435 -18.588 2.626
H 17.121 -17.544 3.989

Atomic forces in eV per Å
C 0.9 0.9 0.7
C 0.8 -0.5 -0.5
O 0.0 -0.8 0.0
C 0.7 0.0 -0.1
O -0.7 0.3 0.2
O -0.3 0.2 0.2
H -0.4 -0.6 0.1
H -0.2 -0.3 -0.6
H -0.5 0.4 0.4
H -0.4 0.3 -0.2
C 0.2 0.4 -0.1
C 0.7 -0.5 1.9
O 0.1 1.4 0.0
C -0.1 -1.1 -0.7
O 0.0 0.1 0.3
O 0.1 -0.3 -0.4
H 0.1 0.2 0.1
H -0.2 -0.2 -0.3
H -0.3 -0.3 -0.7
H -0.5 0.3 -0.1
C 0.5 1.2 -0.4
C 0.4 -0.6 1.4
O -0.4 0.7 -0.8
C -0.5 -0.1 1.9
O 0.4 -0.3 -0.5
O 0.1 -0.3 -0.9
H 0.0 -0.1 -0.1
H -0.1 -0.4 0.0
H 0.1 -0.2 -0.3
H -0.4 0.2 -0.4
C 1.4 0.3 -0.3
C -1.1 -1.5 -1.1
O 1.2 1.6 0.2
C -0.5 -1.7 1.8
O 0.2 0.5 -0.9
O -0.4 -0.4 -0.2
H -0.5 0.2 0.2
H -0.6 0.0 0.1
H 0.4 0.5 0.1
H 0.0 0.4 0.3
C 0.8 0.0 -0.8
C -0.4 0.5 0.1
O -0.6 0.1 1.3
C 1.0 -1.1 -1.1
O -0.1 0.7 0.3
O -0.6 -0.2 0.2
H -0.1 0.2 0.1
H 0.0 0.1 0.4
H -0.1 0.1 -0.3
H -0.1 -0.4 -0.3
C 0.4 -1.0 2.3
C 0.1 -1.2 -0.4
O -0.2 0.5 1.1
C -0.2 0.1 -0.1
O 0.1 0.0 0.0
O 0.3 0.3 -1.8
H -0.3 0.2 -0.3
H -0.1 0.6 -0.2
H -0.1 0.4 -0.5
H 0.1 -0.1 -0.1
C -0.7 -0.3 -1.1
C -1.5 0.4 3.2
C 0.9 -0.1 1.0
O 0.9 -0.6 -0.2
C -1.0 1.3 0.1
O 0.5 -0.2 0.4
O 0.3 -0.8 -2.1
H 0.0 -0.1 -0.3
H 0.8 0.3 0.1
H -0.1 -0.1 0.2
H 1.2 -0.1 -0.5
H -0.7 0.7 -0.5
H -0.7 -0.2 -0.4
C -0.4 0.4 0.5
C 0.4 0.6 -0.3
C -0.3 -0.5 -0.5
O -0.1 0.5 0.1
C 0.2 0.0 -0.1
O 0.1 -0.2 0.1
O -0.4 -0.1 0.0
H 0.1 -0.3 -0.1
H 0.0 -0.3 -0.1
H -0.1 -0.2 -0.2
H 0.0 -0.2 0.1
H 0.2 0.1 0.4
H 0.2 0.0 0.0
C 0.2 -0.8 0.4
C -0.4 -0.1 -1.2
C -0.1 0.8 0.7
O 0.7 -0.5 -0.6
C -0.3 -0.4 0.6
O 0.1 0.1 -0.2
O -0.1 0.3 0.5
H 0.2 0.4 0.2
H -0.2 0.3 -0.3
H 0.0 -0.1 0.2
H -0.1 0.3 0.2
H -0.2 -0.4 0.0
H 0.4 -0.1 -0.6
C -0.5 0.0 -0.8
C -0.1 1.3 0.3
C 1.6 -0.1 -1.3
O -0.8 0.2 0.1
C 0.2 1.0 -0.3
O 0.0 -0.4 0.2
O -0.1 -1.1 0.0
H -0.4 -0.1 0.1
H -0.1 0.0 -0.2
H 0.6 -0.4 0.5
H 0.2 -0.8 -0.1
H -0.8 -0.1 1.0
H 0.3 0.5 0.5
C 0.3 -0.1 -2.3
C -0.4 -0.2 0.6
C 0.9 -0.2 1.0
O -0.3 0.6 -0.2
C 0.3 -0.2 0.4
O 0.1 0.1 -0.3
O -0.6 -0.1 -0.5
H -0.1 0.4 0.5
H 0.2 -0.1 0.2
H -0.3 0.1 0.7
H 0.4 0.1 0.2
H -0.6 -0.2 -0.2
H -0.1 0.1 -0.1

Results of the Löwdin charge analysis, in e, for atoms 1 through 2:
1. C -0.12
2. C -0.10


# 3
Here is 5 unconnected molecules or ions with the total composition C2H16NO4 from the Open Molecules 2025 dataset. Energies are from ωB97M-V with the def2-TZVPD basis set.

## Properties
spin multiplicity	1
charge	+1

Atoms and positions in Å:
C -0.761 0.692 1.219
N 0.294 -0.091 0.453
C -0.156 -0.434 -0.946
H -0.379 1.725 1.334
H -1.806 0.636 0.775
H -0.773 0.245 2.196
H 0.405 -1.040 0.809
H 1.177 0.425 0.403
H -0.694 -1.370 -0.756
H 0.600 -0.691 -1.772
H -0.880 0.357 -1.281
H 0.121 4.374 0.605
H 1.405 3.783 0.005
O 0.616 3.543 0.492
H -0.070 -3.499 2.986
H 1.100 -2.452 3.617
O 0.412 -2.522 3.043
H 1.005 -7.132 -1.265
H 0.780 -6.126 -2.287
O 0.399 -6.955 -1.962
H -0.974 6.080 -2.015
H -0.958 5.339 -3.312
O -0.864 5.113 -2.340

Atomic forces in eV per Å
C -0.2 0.3 0.2
N -0.3 0.0 -1.6
C -1.1 -0.2 -1.5
H -0.5 -0.5 -0.5
H 1.7 0.0 0.2
H -0.2 -0.2 0.5
H 0.6 0.4 1.1
H -0.2 -0.2 0.5
H -0.3 0.3 -0.6
H -0.6 0.9 1.8
H 0.9 -0.8 0.1
H 0.3 -0.5 -0.2
H 0.1 0.2 -0.1
O -0.3 0.1 0.3
H 2.5 3.9 0.8
H 2.9 -0.6 2.8
O -5.4 -3.2 -3.8
H 0.7 -0.8 1.1
H -0.4 -0.2 -0.3
O -0.2 1.0 -0.8
H 0.3 -2.4 -0.3
H 0.2 -0.9 1.4
O -0.5 3.4 -1.1

Results of the Löwdin charge analysis, in e, for atoms 1 through 2:
1. C 0.01
2. N -0.03


# 4
Here is a single C3H8NOPS molecule from the Open Molecules 2025 dataset. Energies are from ωB97M-V with the def2-TZVPD basis set.

## Properties
spin multiplicity	1
structure (SMILES)	OC1CN([PH2]=S)C1
charge	0

Atoms and positions in Å:
C 0.291 0.090 0.907
C 0.135 -1.011 -0.908
C 1.097 -1.073 0.355
N -0.521 0.179 -0.319
O 2.396 -0.825 0.005
P -2.171 0.456 -0.414
S -3.558 -0.475 0.588
H -0.252 -0.181 1.857
H 0.779 0.966 1.359
H 0.531 -0.706 -1.781
H -0.515 -1.852 -1.138
H 0.973 -2.055 1.104
H 2.607 0.039 0.371
H -2.095 0.331 -1.887
H -2.341 1.842 -0.278

Atomic forces in eV per Å
C -1.1 0.0 2.4
C -1.4 -1.0 3.0
C -1.9 -2.5 0.8
N -0.1 0.6 1.4
O 1.1 0.3 0.2
P -0.1 -0.2 -1.6
S 0.7 0.1 -0.3
H -0.2 -0.4 -1.1
H 0.5 0.4 -1.2
H 2.2 0.7 -2.9
H -0.2 -0.2 0.5
H 0.5 2.3 -2.3
H 0.4 0.0 -0.1
H -0.6 0.0 1.2
H 0.4 0.0 0.0

Results of the Löwdin charge analysis, in e, for atoms 1 through 2:
1. C -0.19
2. C -0.12


Strongest force on any atom, record by record: 3.0; 3.5; 7.4; 3.7 eV Å⁻¹
DFT total energy, record by record: -971.5481; -3963.4242; -441.2130; -988.5766 Eh
Relative energy (zero: lowest compared OMol25 entry of this formula, charge and spin), record by record: 26.2; 32.3; 59.3; 16.9 kcal per mole